1.
{
  "formula": "C27H21IN6RuSe2Te2",
  "method": "the ωB97M-V functional and the def2-TZVPD basis",
  "species": ["Ru", "Se", "Te", "Te", "Se", "C", "C", "C", "C", "N", "C", "C", "C", "C", "C", "C", "N", "H", "H", "H", "H", "H", "H", "H", "H", "N", "C", "C", "C", "C", "C", "C", "N", "C", "C", "C", "C", "N", "C", "C", "H", "H", "H", "H", "H", "H", "H", "H", "H", "I", "C", "C", "C", "C", "N", "C", "H", "H", "H", "H"],
  "xyz": [[0.828176, -0.929902, 2.479039], [2.319126, -1.466284, 4.609083], [0.877577, -1.365045, 6.521641], [-1.586845, -0.666061, 5.556313], [-0.996601, 0.587398, 3.573626], [5.011330, 1.040633, 1.522303], [5.558629, 0.291472, 0.493087], [4.743537, -0.670466, -0.059339], [3.427220, -0.831092, 0.405472], [2.920780, -0.195890, 1.443446], [3.783880, 0.653135, 2.052985], [2.541800, -1.820068, -0.235186], [2.932410, -2.563474, -1.320586], [2.104823, -3.623098, -1.759703], [0.863127, -3.788357, -1.178425], [0.535540, -3.008577, -0.019696], [1.372753, -2.124067, 0.458377], [5.595467, 1.795148, 1.993650], [6.521523, 0.523888, 0.062484], [5.007638, -1.189151, -0.972494], [3.419289, 1.072419, 2.984615], [3.851356, -2.465309, -1.832530], [2.481041, -4.342052, -2.441884], [0.177213, -4.602502, -1.480477], [-0.353389, -3.197844, 0.562496], [-3.315208, 3.158112, -2.742463], [-3.435554, 4.238306, -3.614500], [-4.471605, 4.878492, -4.299918], [-4.111917, 5.867579, -5.184724], [-2.820509, 6.370785, -5.283780], [-1.855804, 5.843867, -4.448308], [-2.140528, 4.827177, -3.610653], [-1.286308, 4.071956, -2.779938], [-1.982424, 3.093082, -2.344638], [-1.429687, 2.129123, -1.417180], [-2.182234, 1.066386, -0.842815], [-1.704075, 0.249153, 0.154781], [-0.454718, 0.407326, 0.627930], [0.356297, 1.311371, 0.036646], [-0.084688, 2.160886, -0.973031], [-4.084093, 2.544799, -2.361671], [-5.490893, 4.551984, -4.123654], [-4.914044, 6.303887, -5.751582], [-2.597587, 7.263514, -5.843662], [-0.858876, 6.223582, -4.371595], [-3.289083, 1.074728, -1.151085], [-2.308456, -0.432117, 0.710490], [1.339112, 1.351537, 0.567087], [0.629865, 2.847730, -1.373193], [-4.299249, -4.145957, 3.502115], [-2.243230, -4.275208, 3.363151], [-1.505517, -5.434295, 3.621621], [-0.145969, -5.377320, 3.552854], [0.476142, -4.197094, 3.202051], [-0.223569, -3.089850, 2.955811], [-1.556841, -3.112798, 3.076270], [-2.013062, -6.378074, 3.801594], [0.556653, -6.190221, 3.893104], [1.572958, -4.158823, 3.217334], [-2.062722, -2.158480, 2.817255]],
  "forces_ev_per_a": [[-0.3, 0.0, -0.3], [0.3, 0.2, -0.2], [-0.4, 0.0, 0.2], [0.2, -0.3, 0.8], [0.2, 0.1, -0.5], [-0.1, -1.1, 0.7], [-0.7, 0.3, -0.5], [-0.7, 0.1, -0.6], [0.3, -0.6, -0.9], [1.3, 0.5, 1.2], [-0.6, 0.6, -0.2], [-1.1, -0.9, 0.9], [-1.5, -1.2, -0.2], [-0.5, 0.9, 1.3], [-0.6, -0.2, 0.9], [0.8, -1.0, -1.7], [1.2, 1.1, -0.5], [0.2, 0.5, 0.4], [0.1, -0.1, 0.1], [0.3, -0.1, 0.4], [0.0, 0.2, -0.1], [0.8, 0.4, -0.2], [0.1, -0.3, -0.9], [0.5, 0.7, 0.1], [-0.1, 0.0, -0.2], [-1.3, -1.3, 0.5], [0.9, 0.7, 0.9], [0.2, -1.5, 0.5], [-0.8, 0.4, 0.0], [0.2, 0.0, 0.8], [0.9, 1.4, -0.6], [-0.9, -3.0, 0.9], [0.6, 1.4, -1.3], [-1.2, 0.4, 0.3], [1.0, -2.4, 1.8], [-2.4, 1.7, -1.4], [1.3, 1.1, 0.2], [0.4, -0.2, -0.6], [-0.6, -0.5, 1.0], [-0.2, 0.0, -0.1], [1.4, 1.2, -0.9], [0.0, 0.1, -0.4], [-0.1, 0.3, -0.2], [0.0, -0.1, -0.4], [0.5, 0.4, -0.3], [1.8, -0.6, 0.7], [-0.5, -0.5, 0.0], [-0.7, 0.4, -1.2], [0.0, 0.5, -0.3], [-0.2, -0.2, 0.0], [0.3, -0.1, 0.2], [-1.4, -0.3, -0.3], [2.1, -0.9, 0.8], [0.1, 0.3, 0.4], [0.3, 0.4, 0.0], [0.2, 0.6, -0.9], [0.0, 0.2, 0.2], [-1.2, 0.6, -0.7], [-0.5, 0.3, -0.3], [0.3, -0.8, 0.4]],
  "nbo_charge": [1.06, -0.47, 0.39, 0.22, -0.51, -0.24, -0.13, -0.22, 0.15, -0.49, 0.06, 0.24, -0.23, -0.14, -0.24, 0.08, -0.51, 0.24, 0.24, 0.22, 0.22, 0.23, 0.23, 0.24, 0.21, -0.55, 0.12, -0.24, -0.19, -0.22, -0.19, 0.08, -0.41, 0.31, 0.08, -0.24, 0.03, -0.49, 0.02, -0.22, 0.42, 0.22, 0.22, 0.23, 0.22, 0.21, 0.21, 0.21, 0.25, 0.22, -0.21, -0.18, -0.24, 0.04, -0.51, -0.01, 0.24, 0.24, 0.22, 0.23],
  "spin_multiplicity": 6,
  "homo_energy_ev": [-9.653, -9.970],
  "total_energy_ev": -193236.5807,
  "relative_energy_kcal_mol": 1.1,
  "homo_lumo_gap_ev": [6.6, 5.3],
  "total_charge": 1
}

2.
{
  "formula": "C7H17N2OP",
  "method": "the ωB97M-V functional and the def2-TZVPD basis",
  "species": ["C", "C", "C", "C", "C", "C", "C", "N", "N", "O", "P", "H", "H", "H", "H", "H", "H", "H", "H", "H", "H", "H", "H", "H", "H", "H", "H", "H"],
  "xyz": [[-0.843777, 0.985334, -0.845075], [0.620651, 1.241628, -1.295761], [-1.135560, -0.441289, -0.377532], [-2.629170, -0.684659, -0.602515], [1.701038, 2.209423, 0.773696], [-1.226698, -0.162904, 2.118297], [2.058037, -2.709669, -0.621548], [1.589705, 1.102391, -0.173239], [-0.818630, -0.912769, 0.948233], [2.096517, -1.295743, -0.680167], [1.858348, -0.336656, 0.660769], [-1.054834, 1.747180, -0.051906], [-1.384274, 1.230878, -1.837801], [0.881963, 0.499861, -2.020167], [0.860670, 2.211649, -1.758894], [-0.787064, -1.154322, -1.097916], [-3.398140, -0.136428, 0.108096], [-2.839011, -1.747648, -0.291050], [-2.874565, -0.270014, -1.555529], [0.741775, 2.570604, 1.104288], [2.275545, 2.068569, 1.769393], [2.061886, 3.006744, 0.159762], [-1.427819, 0.946841, 2.096870], [-2.239512, -0.524417, 2.495967], [-0.453072, -0.367019, 2.785345], [2.499620, -3.173577, 0.301804], [2.812159, -2.825554, -1.377918], [1.054213, -3.078430, -0.735508]],
  "forces_ev_per_a": [[1.1, 1.9, -1.3], [0.4, -0.1, 1.4], [-2.1, 0.4, 0.5], [-2.1, 0.2, 3.1], [-0.1, 0.6, 0.6], [-2.4, 0.7, -1.0], [1.6, 0.2, 1.0], [0.4, -1.5, 1.4], [2.4, 0.5, -0.7], [-0.8, 1.7, 1.7], [-1.7, -0.8, -1.5], [-0.4, -0.6, -0.7], [0.2, -0.4, 1.8], [0.3, -0.6, -0.5], [-0.6, -0.1, 0.2], [1.2, -0.3, -0.4], [1.9, -0.5, -0.9], [0.0, 0.8, -1.3], [-0.5, -0.7, -1.0], [-0.8, -0.1, 0.2], [-0.4, -0.2, -2.1], [0.9, 0.9, 0.2], [0.7, -0.6, -0.5], [1.2, -0.1, -0.2], [0.8, -0.2, 1.8], [-0.5, 0.7, -0.4], [-0.3, -1.7, -0.8], [-0.2, -0.3, -0.5]],
  "nbo_charge": [-0.43, -0.21, -0.12, -0.61, -0.44, -0.46, -0.26, -0.77, -0.51, -0.82, 1.24, 0.21, 0.21, 0.21, 0.20, 0.19, 0.19, 0.23, 0.21, 0.18, 0.23, 0.20, 0.16, 0.19, 0.21, 0.17, 0.20, 0.20],
  "spin_multiplicity": 1,
  "homo_energy_ev": [-6.471, -7.674],
  "total_energy_ev": -21847.3658,
  "relative_energy_kcal_mol": 78.6,
  "homo_lumo_gap_ev": [6.8, 8.1],
  "total_charge": 0
}

3.
{
  "formula": "C4H14O2S2",
  "method": "the ωB97M-V functional and the def2-TZVPD basis",
  "species": ["C", "C", "C", "S", "S", "C", "H", "H", "H", "H", "H", "H", "H", "H", "H", "H", "H", "H", "O", "H", "H", "O"],
  "xyz": [[0.598513, 1.601356, -0.549140], [0.982156, 1.556199, 0.982883], [1.146625, 0.586747, -1.607088], [2.525345, -0.393024, -0.929627], [-2.184994, -0.385007, -0.864436], [-1.283124, -1.953492, -1.153646], [0.688875, 2.598783, -1.102529], [-0.467226, 1.323527, -0.507687], [1.875391, 2.123655, 1.304232], [1.042676, 0.550239, 1.308549], [0.114799, 1.946964, 1.430309], [1.249669, 1.259870, -2.460476], [0.182171, -0.029798, -1.686857], [-0.332852, -1.960674, -0.528568], [-1.046919, -2.172395, -2.157814], [-1.974294, -2.822691, -0.732219], [-2.740946, 0.609647, 2.630855], [-2.213641, 0.618996, 1.067939], [-1.934653, 0.710426, 2.023570], [1.510677, -2.500339, 1.743334], [1.369981, -1.347613, 0.576830], [0.891779, -1.921376, 1.211581]],
  "forces_ev_per_a": [[-0.1, 1.3, 1.0], [0.8, 1.0, -2.0], [0.0, -0.7, 1.4], [-1.7, 1.4, -1.8], [1.4, -1.0, -1.4], [-0.9, -0.9, 3.0], [0.0, -0.9, 1.5], [0.0, 0.3, -0.2], [-0.4, -0.3, -0.4], [0.1, -0.9, 0.3], [-0.9, 0.7, 1.0], [0.8, -1.2, -0.6], [0.7, -0.1, -0.4], [-1.3, -0.2, -0.5], [-0.1, 0.1, -1.3], [1.4, 1.7, -0.7], [1.7, 0.2, -1.8], [0.1, -0.2, 1.8], [-1.8, 0.0, 0.5], [-0.8, 1.3, -1.3], [0.4, -0.6, 0.6], [0.4, -1.1, 1.0]],
  "nbo_charge": [-0.38, -0.63, -0.59, 0.10, 0.05, -0.79, 0.21, 0.21, 0.21, 0.23, 0.24, 0.23, 0.24, 0.27, 0.21, 0.26, 0.47, 0.47, -0.98, 0.48, 0.47, -1.00],
  "spin_multiplicity": 1,
  "homo_energy_ev": -8.351,
  "total_energy_ev": -30134.5947,
  "relative_energy_kcal_mol": 140.7,
  "homo_lumo_gap_ev": 3.9,
  "total_charge": 0
}

4.
{
  "formula": "C2H9ClN2Si2",
  "method": "the ωB97M-V functional and the def2-TZVPD basis",
  "species": ["C", "C", "N", "N", "Si", "Si", "Cl", "H", "H", "H", "H", "H", "H", "H", "H", "H"],
  "xyz": [[-1.853981, -0.264070, 0.180127], [-2.124084, 1.329545, -2.774732], [1.836666, -0.213646, 2.254111], [0.836184, 0.140050, 2.767440], [3.387630, -0.837211, 2.144505], [-1.071726, 0.880659, -1.221699], [0.556873, -0.191257, -1.943137], [-1.401082, -1.218652, 0.135121], [-1.700769, 0.210520, 1.116968], [-2.842450, -0.572471, -0.056282], [-2.345367, 0.473616, -3.403542], [-3.001138, 1.864638, -2.428448], [-1.645515, 1.998304, -3.393468], [3.977767, -1.190061, 0.736722], [3.178811, -2.222400, 2.675047], [4.212181, -0.187565, 3.211266]],
  "forces_ev_per_a": [[0.6, 1.0, -2.1], [-0.5, -1.3, 2.0], [-2.8, 1.1, 0.0], [1.1, -0.3, -0.5], [2.0, -2.4, 0.2], [-0.7, -0.6, 0.1], [0.2, 0.0, -0.1], [1.3, -0.8, 0.2], [-0.2, 0.2, 0.9], [-1.4, 0.6, 0.1], [-0.4, -0.3, 0.2], [-0.5, -0.3, 0.0], [1.5, 1.6, -1.2], [-0.5, 1.1, 1.2], [0.0, 0.3, -0.1], [0.2, 0.2, -0.8]],
  "nbo_charge": [-1.08, -1.10, -0.55, 0.01, 0.97, 1.17, -0.43, 0.24, 0.25, 0.24, 0.24, 0.23, 0.24, -0.12, -0.16, -0.15],
  "spin_multiplicity": 1,
  "homo_energy_ev": [-7.552, -7.234],
  "total_energy_ev": -33475.3636,
  "relative_energy_kcal_mol": 69.3,
  "homo_lumo_gap_ev": [8.0, 6.6],
  "total_charge": 0
}